264
Properties=species:S:1:pos:R:3:mulliken_charge:R:1 method="wB97M-V/def2-TZVPD" multiplicity=1 lumo_ev=0.388 total_charge=0 e_tot_ha=-6307.74314 gap_ev=7.5 homo_ev=-7.08
Cu -0.243 -2.095 -4.021 1.17
C -0.031 -1.256 -0.879 -0.16
O -0.799 -2.174 -1.700 -0.99
H -0.566 -0.463 -0.357 -0.07
H 0.513 -1.787 -0.098 0.38
H 0.786 -0.669 -1.298 -0.45
C -4.389 -4.107 -1.497 -2.15
C -4.385 -4.362 0.089 1.56
C -4.441 -5.930 0.250 -1.34
C -4.287 -6.420 1.691 -0.77
C -2.872 -5.861 2.153 -1.53
C -2.563 -4.347 1.970 2.35
N -3.094 -3.895 0.652 0.27
O -2.851 -2.574 0.325 1.66
C -3.231 -3.625 3.142 -0.33
C -1.062 -4.127 2.090 -2.02
C -5.700 -3.699 0.764 -1.35
H -3.589 -4.690 -1.953 0.30
H -4.238 -3.042 -1.670 0.30
H -5.334 -4.424 -1.939 0.46
H -5.428 -6.149 -0.157 0.55
H -3.656 -6.447 -0.304 0.18
H -4.411 -7.501 1.743 0.49
H -5.003 -5.942 2.361 0.29
H -2.075 -6.433 1.677 0.54
H -2.838 -6.089 3.219 0.12
H -3.357 -2.579 2.861 -0.61
H -4.211 -4.087 3.257 0.28
H -2.659 -3.660 4.069 0.15
H -0.546 -4.618 1.264 0.49
H -0.827 -3.064 2.045 0.20
H -0.592 -4.401 3.034 0.39
H -5.646 -2.611 0.709 0.01
H -5.748 -3.794 1.849 0.29
H -6.642 -3.978 0.292 0.48
H -2.178 -2.654 -0.356 -0.46
C 1.477 2.014 1.359 -0.13
C 2.715 2.784 2.046 1.85
C 2.021 4.085 2.603 -0.84
C 2.823 4.754 3.732 -1.23
C 3.011 3.762 4.878 -1.08
C 3.862 2.571 4.404 1.37
N 3.233 1.994 3.206 1.58
O 3.863 0.912 2.737 -0.65
C 5.339 2.941 4.212 -1.97
C 3.777 1.504 5.572 -1.86
C 3.832 3.173 1.063 -1.43
H 1.855 1.002 1.214 -0.13
H 1.108 2.456 0.433 -0.51
H 0.644 1.876 2.048 -0.23
H 1.844 4.751 1.758 0.13
H 0.985 4.039 2.939 0.05
H 2.149 5.574 3.979 0.54
H 3.760 5.122 3.313 0.37
H 2.076 3.509 5.378 0.32
H 3.594 4.323 5.608 0.50
H 5.682 3.181 5.218 0.50
H 5.953 2.198 3.703 0.27
H 5.354 3.851 3.613 0.44
H 2.919 0.834 5.527 0.07
H 4.689 0.907 5.568 0.47
H 3.748 2.031 6.526 0.53
H 4.646 3.711 1.550 0.25
H 3.421 3.780 0.256 0.38
H 4.282 2.254 0.687 0.19
H 3.453 0.181 3.205 0.26
C -3.052 3.712 1.868 0.23
C -4.538 3.658 1.329 1.70
C -4.571 3.596 -0.193 -1.70
C -4.185 2.219 -0.749 0.11
C -5.215 1.248 -0.060 -1.68
C -5.247 1.235 1.461 2.15
N -5.397 2.585 1.961 0.36
O -5.525 2.610 3.271 -0.45
C -6.534 0.487 1.838 -1.96
C -3.943 0.544 2.035 -1.13
C -5.164 5.037 1.668 -2.04
H -3.066 3.679 2.958 0.61
H -2.573 4.641 1.559 -0.93
H -2.390 2.940 1.477 -0.18
H -5.578 3.837 -0.535 0.58
H -3.917 4.297 -0.711 0.16
H -3.179 1.868 -0.523 -0.14
H -4.285 2.322 -1.829 0.52
H -4.820 0.294 -0.409 0.18
H -6.141 1.547 -0.551 0.69
H -7.381 0.945 1.328 0.50
H -6.602 -0.562 1.550 0.13
H -6.818 0.527 2.889 0.46
H -3.668 0.901 3.027 0.38
H -4.186 -0.512 2.154 0.03
H -3.099 0.635 1.352 -0.20
H -5.152 5.223 2.741 0.44
H -6.233 5.118 1.475 0.43
H -4.557 5.836 1.242 0.48
H -6.455 2.829 3.362 0.39
C 2.979 2.205 -2.812 -0.84
O 3.978 1.284 -3.108 -0.37
C 4.544 0.729 -1.919 0.20
C 5.666 -0.231 -2.316 -0.96
N 6.666 0.303 -3.165 -0.23
C 7.838 0.648 -2.388 -0.53
C 8.817 1.429 -3.231 -0.76
O 8.250 2.565 -3.837 -0.28
C 9.040 3.169 -4.856 -0.78
H 2.279 1.928 -2.024 0.09
H 2.366 2.471 -3.674 0.40
H 3.236 3.185 -2.411 0.50
H 3.787 0.122 -1.424 0.13
H 4.953 1.487 -1.251 0.51
H 5.268 -1.140 -2.768 -0.24
H 6.119 -0.629 -1.408 0.48
H 6.413 1.202 -3.550 0.36
H 8.373 -0.283 -2.199 0.41
H 7.714 1.240 -1.480 0.27
H 9.036 0.768 -4.070 0.38
H 9.705 1.777 -2.703 0.42
H 8.525 3.843 -5.540 0.25
H 9.525 2.387 -5.441 0.32
H 9.917 3.659 -4.432 0.30
C -3.437 -1.347 -4.792 -0.80
O -2.275 -2.102 -5.212 0.17
C -2.634 -3.349 -5.688 -0.75
C -1.428 -4.162 -6.022 -1.15
N -0.549 -4.414 -4.924 0.20
C -1.273 -4.986 -3.774 -0.76
C -0.261 -5.490 -2.713 0.30
O 0.649 -6.413 -3.325 -0.37
C 0.217 -7.747 -3.544 -0.82
H -4.142 -1.703 -4.041 0.22
H -4.005 -1.025 -5.665 0.45
H -3.040 -0.428 -4.360 0.02
H -3.197 -3.188 -6.607 0.45
H -3.316 -3.781 -4.955 0.51
H -0.971 -3.654 -6.871 0.20
H -1.678 -5.166 -6.368 0.53
H 0.221 -5.026 -5.156 0.35
H -1.965 -5.788 -4.029 0.37
H -1.855 -4.209 -3.278 -0.15
H -0.779 -5.986 -1.892 0.43
H 0.144 -4.591 -2.249 -0.57
H 1.085 -8.407 -3.546 0.25
H -0.283 -7.758 -4.512 0.28
H -0.437 -8.161 -2.776 0.32
C -0.117 -1.000 -7.497 -1.51
O 0.437 -0.976 -6.150 0.38
C 1.864 -1.148 -6.087 -1.17
C 2.328 -0.932 -4.666 -0.02
N 2.121 -1.964 -3.651 1.25
C 2.996 -3.070 -4.073 -0.93
C 3.251 -3.965 -2.854 -0.60
O 4.088 -3.223 -2.017 -0.22
C 4.369 -3.812 -0.811 -0.80
H -1.197 -0.863 -7.457 0.28
H 0.083 -1.955 -7.983 0.40
H 0.267 -0.164 -8.083 0.58
H 2.245 -0.215 -6.501 0.52
H 2.251 -2.035 -6.588 0.31
H 1.797 -0.066 -4.272 -0.37
H 3.366 -0.600 -4.682 0.38
H 2.470 -1.533 -2.807 -0.64
H 3.967 -2.710 -4.412 0.45
H 2.497 -3.582 -4.896 0.29
H 3.731 -4.901 -3.140 0.52
H 2.369 -4.138 -2.238 0.10
H 3.539 -4.218 -0.233 0.24
H 4.896 -3.053 -0.232 0.25
H 4.954 -4.708 -1.019 0.37
C 2.574 -2.119 2.338 0.48
O 3.565 -1.702 3.146 -0.86
C 3.354 -2.051 4.552 -0.66
C 3.155 -3.544 4.853 0.38
N 4.457 -4.165 4.987 -0.47
C 4.300 -5.574 5.398 -1.00
C 3.428 -6.393 4.415 -0.41
O 4.150 -6.525 3.251 -0.34
C 3.503 -7.122 2.140 -0.51
H 2.828 -3.070 1.870 0.37
H 2.342 -1.322 1.632 -0.65
H 1.634 -2.341 2.844 0.18
H 2.447 -1.533 4.865 0.04
H 4.164 -1.610 5.134 0.42
H 2.610 -3.975 4.013 0.24
H 2.602 -3.581 5.792 0.01
H 4.834 -4.280 4.057 0.34
H 4.017 -5.694 6.444 0.42
H 5.231 -6.140 5.440 0.41
H 2.404 -6.085 4.205 0.32
H 3.450 -7.436 4.731 0.48
H 2.652 -6.492 1.882 0.09
H 3.134 -8.079 2.508 0.34
H 4.159 -7.373 1.306 0.24
C -1.226 2.817 -2.941 -0.05
O -0.662 3.077 -4.233 -0.47
C -0.554 1.986 -5.158 1.00
C -0.416 2.502 -6.632 -0.84
N -1.762 2.899 -7.137 -0.18
C -1.799 3.269 -8.556 -0.83
C -1.231 4.661 -8.914 -0.59
O -1.767 5.738 -8.221 -0.39
C -3.213 5.899 -8.406 -0.70
H -1.393 3.711 -2.341 -0.08
H -0.540 2.097 -2.495 0.19
H -2.175 2.283 -2.899 0.20
H -1.288 1.181 -5.144 -0.26
H 0.314 1.396 -4.865 -0.48
H -0.007 1.716 -7.267 0.37
H 0.295 3.326 -6.579 0.34
H -2.021 3.806 -6.776 0.26
H -2.836 3.144 -8.869 0.40
H -1.219 2.527 -9.103 0.33
H -1.277 4.806 -9.993 0.47
H -0.152 4.635 -8.760 0.35
H -3.510 5.718 -9.439 0.32
H -3.535 6.879 -8.055 0.26
H -3.737 5.202 -7.750 0.28
C -1.359 11.074 4.335 -0.87
O -1.518 9.734 3.952 -0.24
C -2.847 9.307 3.635 -0.84
C -3.010 7.848 3.238 -0.41
N -2.689 7.593 1.829 -0.43
C -1.292 7.965 1.592 -0.57
C -0.724 7.371 0.253 -1.15
O -0.448 6.043 0.437 0.30
C 0.151 5.447 -0.722 -0.46
H -0.320 11.373 4.476 0.27
H -2.051 11.406 5.108 0.32
H -1.716 11.730 3.541 0.36
H -3.169 9.986 2.846 0.39
H -3.489 9.423 4.508 0.47
H -4.058 7.547 3.252 0.32
H -2.447 7.098 3.793 0.41
H -2.758 6.627 1.545 -0.07
H -0.719 7.648 2.463 0.38
H -1.107 9.039 1.625 0.39
H 0.201 7.933 0.129 0.44
H -1.331 7.564 -0.631 0.44
H 1.065 5.958 -1.027 0.39
H -0.572 5.591 -1.525 0.49
H 0.371 4.400 -0.513 -0.39
C -0.463 1.679 4.626 0.16
O -1.183 0.740 5.409 -0.48
C -1.382 -0.511 4.788 -0.50
C -1.035 -1.498 5.952 -0.94
N -0.591 -2.807 5.544 0.86
C -0.428 -3.706 6.676 -0.88
C -1.318 -4.955 6.568 -0.52
O -2.623 -4.601 6.774 -0.30
C -3.554 -5.692 6.781 -0.83
H -1.147 2.052 3.865 -0.06
H 0.376 1.162 4.159 0.08
H -0.060 2.506 5.211 0.18
H -0.771 -0.780 3.926 0.37
H -2.419 -0.600 4.464 0.38
H -1.954 -1.539 6.536 0.28
H -0.322 -0.938 6.557 0.50
H -1.327 -3.139 4.937 -0.98
H -0.774 -3.150 7.547 0.35
H 0.572 -4.076 6.903 0.26
H -1.081 -5.687 7.340 0.75
H -1.143 -5.352 5.568 0.08
H -4.539 -5.454 7.182 0.29
H -3.281 -6.466 7.499 0.37
H -3.803 -6.183 5.840 0.26

---

19
Properties=species:S:1:pos:R:3:mulliken_charge:R:1 method="wB97M-V/def2-TZVPD" multiplicity=1 lumo_ev=-0.178 total_charge=0 e_tot_ha=-3778.88905 gap_ev=8.4 homo_ev=-8.57
B -0.057 -1.431 0.279 0.59
C 3.574 -0.091 0.410 -0.43
C 2.188 -0.003 0.851 -0.70
C -3.381 1.550 -0.257 -0.43
C 3.869 -1.133 -0.412 -0.36
C -2.510 2.570 -0.500 -0.52
C 1.413 -1.054 0.334 0.42
C -1.354 0.408 0.187 0.13
C -2.735 0.361 0.081 0.01
O -0.722 -2.559 0.161 -0.39
S 2.442 -2.127 -0.641 -0.12
S -0.876 2.068 -0.116 -0.09
Br -3.877 -1.196 0.344 -0.26
H 4.378 0.625 0.462 0.33
H 1.766 0.641 1.568 0.51
H -4.438 1.549 -0.716 0.24
H 4.730 -1.164 -1.066 0.37
H -2.747 3.540 -0.785 0.44
H -1.662 -2.556 -0.184 0.24

---

15
Properties=species:S:1:pos:R:3:mulliken_charge:R:1 method="wB97M-V/def2-TZVPD" multiplicity=1 lumo_ev="0.218 / 0.084" total_charge=0 e_tot_ha=-304.69991 gap_ev="7.1 / 6.6" e_above_lowest_kcal_mol=85.08 homo_ev="-6.88 / -6.54"
C -2.482 0.062 -0.190 -0.79
N -1.205 -0.396 0.130 0.09
C -0.612 -0.811 1.233 -0.24
N 0.762 -0.580 1.270 -0.61
C 1.051 0.091 0.204 0.79
C 2.452 0.363 -0.223 -1.13
C -0.190 0.356 -0.622 -0.63
H -2.757 -0.232 -1.200 0.21
H -3.225 -0.134 0.561 0.27
H -0.893 1.230 -0.552 0.41
H -1.165 -1.192 2.076 0.41
H 3.122 0.254 0.634 0.33
H 2.756 -0.364 -0.986 0.28
H 2.559 1.362 -0.656 0.33
H -0.098 0.088 -1.680 0.29

---

96
Properties=species:S:1:pos:R:3:mulliken_charge:R:1 method="wB97M-V/def2-TZVPD" multiplicity=1 lumo_ev=0.210 total_charge=0 e_tot_ha=-2690.25659 gap_ev=7.6 homo_ev=-7.40
C -5.083 0.113 -1.507 -1.08
C -3.746 -0.427 -1.932 -0.17
O -2.755 0.596 -1.644 -0.26
C -1.525 0.351 -2.149 -0.65
C -0.480 1.291 -1.559 -0.79
N 0.418 1.699 -2.597 -0.35
C 1.212 2.728 -2.582 -0.14
C 2.357 2.650 -3.526 0.59
C 3.579 3.290 -3.252 -0.39
C 4.608 3.260 -4.191 -0.83
C 4.426 2.561 -5.389 -0.43
C 3.232 1.871 -5.641 -0.78
C 2.201 1.899 -4.698 -0.29
C 1.056 3.970 -1.774 0.82
C 1.592 5.202 -2.227 -0.53
C 1.481 6.360 -1.454 -0.87
C 0.732 6.344 -0.266 -0.43
C 0.154 5.145 0.171 -1.17
C 0.360 3.975 -0.558 0.36
O -1.306 -0.513 -2.972 -0.62
H -5.807 -0.702 -1.574 0.42
H -5.081 0.501 -0.483 0.11
H -5.402 0.913 -2.182 0.32
H -3.494 -1.335 -1.365 0.24
H -3.719 -0.652 -3.003 0.41
H -1.076 2.159 -1.254 1.45
H 3.703 3.841 -2.318 0.60
H 5.537 3.784 -3.970 0.39
H 5.230 2.546 -6.123 0.37
H 3.095 1.311 -6.564 0.41
H 1.260 1.376 -4.871 0.43
H 2.141 5.255 -3.170 0.63
H 1.991 7.269 -1.782 0.38
H 0.610 7.253 0.324 0.39
H -0.431 5.091 1.092 0.43
H 0.000 3.046 -0.123 0.19
F -6.823 0.308 3.035 -0.30
C -5.635 0.941 3.213 0.98
F -5.124 1.224 1.964 -0.26
F -5.888 2.163 3.795 -0.25
C -4.631 0.184 4.027 -1.07
N -3.363 0.924 4.004 0.66
C -2.967 1.550 5.213 -1.10
C -2.202 0.843 6.158 0.00
C -1.916 1.424 7.389 -0.74
C -2.379 2.713 7.682 -0.33
C -3.121 3.426 6.733 -0.76
C -3.418 2.847 5.503 0.11
C -2.492 0.799 2.944 1.14
C -1.474 1.759 2.791 -0.81
C -0.569 1.643 1.748 -0.78
C -0.713 0.629 0.791 -0.45
C 0.216 0.609 -0.424 1.10
C 0.741 -0.780 -0.799 -0.32
C 1.235 -1.051 -2.078 -0.92
C 1.851 -2.258 -2.380 -1.18
C 1.970 -3.269 -1.395 2.23
N 2.645 -4.440 -1.645 0.39
C 2.978 -4.809 -3.021 -1.17
C 1.798 -5.547 -3.581 1.00
F 1.938 -5.953 -4.869 -0.30
F 1.558 -6.661 -2.805 -0.27
F 0.665 -4.774 -3.500 -0.24
C 3.141 -5.292 -0.639 -0.03
C 2.269 -5.978 0.231 -0.02
C 2.781 -6.954 1.090 -0.86
C 4.156 -7.205 1.128 -0.36
C 5.023 -6.518 0.273 -0.77
C 4.518 -5.588 -0.631 -0.33
C 1.453 -3.001 -0.111 -1.08
C 0.887 -1.769 0.185 -1.32
C -1.722 -0.327 0.940 -0.51
C -2.594 -0.260 2.017 -1.20
H -4.991 0.150 5.059 0.39
H -4.526 -0.821 3.608 0.42
H -1.849 -0.155 5.890 0.41
H -1.335 0.862 8.123 0.37
H -2.165 3.161 8.654 0.38
H -3.478 4.435 6.946 0.37
H -3.992 3.372 4.739 0.46
H -1.399 2.589 3.492 0.52
H 0.265 2.343 1.696 0.86
H 1.109 1.201 -0.160 1.14
H 1.172 -0.322 -2.879 0.37
H 2.267 -2.375 -3.378 0.21
H 3.190 -3.935 -3.639 0.28
H 3.824 -5.498 -3.001 0.52
H 1.200 -5.756 0.202 0.49
H 2.089 -7.513 1.720 0.36
H 4.544 -7.952 1.825 0.37
H 6.097 -6.705 0.285 0.37
H 5.171 -5.072 -1.342 0.44
H 1.523 -3.750 0.672 0.50
H 0.533 -1.581 1.202 0.49
H -1.787 -1.197 0.273 0.99
H -3.326 -1.054 2.154 0.24

---

84
Properties=species:S:1:pos:R:3:mulliken_charge:R:1 method="wB97M-V/def2-TZVPD" multiplicity=1 smiles="CCOC(=O)C(F)(F)F.CCOC(=O)C(F)(F)F.CCOC(=O)C(F)(F)F.CCOC(=O)C(F)(F)F.CCOC(=O)C(F)(F)F.CCOC(=O)C(F)(F)F" lumo_ev=0.185 total_charge=0 e_tot_ha=-3632.97063 gap_ev=11.5 e_above_lowest_kcal_mol=82.45 homo_ev=-11.33
C -5.550 2.711 -3.728 -1.47
C -4.614 2.450 -2.608 0.49
O -5.278 2.502 -1.382 -0.29
C -5.239 1.436 -0.528 0.46
O -4.677 0.343 -0.708 -0.56
C -6.149 1.665 0.693 0.83
F -6.876 2.765 0.596 -0.23
F -6.908 0.589 0.861 -0.25
F -5.412 1.737 1.798 -0.25
H -6.183 3.597 -3.678 0.35
H -6.330 1.949 -3.751 0.38
H -5.082 2.853 -4.702 0.31
H -4.003 3.346 -2.717 -0.01
H -3.930 1.636 -2.846 0.23
C -1.525 -2.039 -2.351 -1.51
C -1.009 -0.707 -1.852 0.03
O -0.183 -0.962 -0.723 -0.25
C 0.250 -0.005 0.101 0.27
O -0.247 1.110 0.087 -0.64
C 1.386 -0.465 1.016 1.07
F 2.162 0.619 1.163 -0.26
F 0.955 -0.731 2.257 -0.27
F 1.978 -1.519 0.551 -0.21
H -0.742 -2.650 -2.800 0.35
H -2.216 -1.900 -3.182 0.39
H -2.022 -2.500 -1.498 0.34
H -1.822 -0.073 -1.499 0.49
H -0.509 -0.070 -2.582 0.19
C -3.410 0.578 8.055 -1.14
C -1.898 0.559 8.016 -0.21
O -1.455 1.194 6.821 -0.17
C -0.098 1.157 6.399 0.31
O 0.800 0.570 6.968 -0.52
C 0.155 1.916 4.994 0.84
F -1.044 2.351 4.417 -0.23
F 0.926 3.018 5.372 -0.25
F 0.910 1.183 4.127 -0.21
H -3.801 1.564 8.302 0.30
H -3.686 -0.136 8.830 0.37
H -3.898 0.202 7.155 0.31
H -1.568 -0.478 8.083 0.30
H -1.430 1.093 8.843 0.30
C 2.134 -1.425 -3.270 -0.48
C 3.553 -1.878 -2.942 -0.64
O 3.861 -3.169 -3.402 -0.29
C 3.857 -3.476 -4.753 0.38
O 3.858 -2.570 -5.623 -0.54
C 4.050 -4.969 -5.058 0.84
F 4.521 -5.150 -6.335 -0.25
F 4.864 -5.579 -4.207 -0.22
F 2.896 -5.613 -5.054 -0.24
H 1.789 -1.443 -4.303 0.50
H 2.164 -0.354 -3.072 0.12
H 1.423 -1.945 -2.628 0.13
H 3.788 -1.885 -1.878 0.28
H 4.323 -1.259 -3.403 0.39
C 4.724 -1.043 3.198 -0.84
C 5.477 -2.405 3.123 -0.31
O 4.615 -3.431 2.686 -0.27
C 3.866 -4.173 3.539 0.39
O 3.827 -4.063 4.756 -0.53
C 2.922 -5.123 2.803 0.82
F 1.632 -4.804 3.128 -0.22
F 3.122 -4.981 1.392 -0.24
F 3.218 -6.390 3.115 -0.23
H 3.915 -1.141 3.922 0.27
H 4.226 -0.852 2.248 0.06
H 5.371 -0.190 3.403 0.42
H 5.897 -2.642 4.100 0.32
H 6.394 -2.305 2.542 0.38
C -0.522 4.461 -1.604 -0.72
C 0.508 3.764 -2.553 0.07
O 0.146 3.891 -3.940 -0.32
C -0.796 3.017 -4.484 0.39
O -1.322 2.077 -3.865 -0.52
C -1.061 3.371 -5.934 0.86
F -2.405 3.418 -6.105 -0.24
F -0.525 4.499 -6.434 -0.23
F -0.694 2.335 -6.671 -0.24
H -0.597 5.530 -1.801 0.35
H -0.358 4.226 -0.553 0.35
H -1.522 4.094 -1.836 -0.07
H 0.726 2.765 -2.176 0.00
H 1.414 4.359 -2.441 0.36